Entry 1:
C45H47GeN4O2Sn | ωB97M-V with the def2-TZVPD basis set

```
100
Properties=species:S:1:pos:R:3:forces:R:3
Sn 0.2785 1.1517 -0.3727 0.0 0.1 -0.1
C 2.0482 3.6807 -1.6855 0.0 0.0 0.0
N 1.4948 3.7477 -0.3377 0.0 0.0 0.0
C 0.6670 4.9477 -0.1685 0.0 0.0 0.0
C -0.5620 4.7068 0.7000 0.0 0.0 0.0
C -1.7335 4.0877 -0.0453 0.0 0.0 0.0
N -1.3914 2.9382 -0.9090 0.0 0.0 0.0
C -2.2823 2.7225 -1.8074 0.0 0.0 -0.1
C -2.3345 1.7486 -2.8716 0.0 0.0 0.0
C -3.4869 1.7591 -3.6794 0.0 0.0 0.0
C -3.6048 0.9489 -4.7815 0.0 0.0 0.0
C -2.5281 0.1158 -5.1175 0.0 0.0 0.0
C -1.3876 0.0870 -4.3545 0.0 0.0 0.0
C -1.2673 0.8792 -3.1917 0.0 0.0 0.0
O -0.1917 0.8002 -2.4627 0.0 0.0 -0.1
C 2.5865 3.6558 0.6312 0.0 0.0 0.0
C 2.2079 3.6051 2.1096 0.0 0.0 0.0
C 1.6303 2.2814 2.6165 0.0 0.0 0.0
N 0.3162 1.9668 2.0827 0.0 0.0 0.0
C -0.6656 1.8855 2.8841 0.0 -0.1 0.0
C -2.0457 1.6228 2.4936 0.0 0.0 0.0
C -3.0461 2.0694 3.3652 0.0 0.0 0.0
C -4.3847 1.9650 3.0528 0.0 0.0 0.0
C -4.7397 1.3803 1.8364 0.0 0.0 0.0
C -3.7773 0.8983 0.9743 0.0 0.0 0.0
C -2.4044 0.9844 1.2798 0.1 0.0 0.0
O -1.5313 0.4466 0.4632 -0.1 -0.1 0.0
H 2.7058 4.5348 -1.9075 0.0 0.0 0.0
H 1.2370 3.6561 -2.4139 0.0 0.0 0.0
H 2.6281 2.7627 -1.7991 0.0 0.0 0.0
H 0.3387 5.2725 -1.1590 0.0 0.0 0.0
H 1.2755 5.7691 0.2384 0.0 0.0 0.0
H -0.9093 5.6578 1.1142 0.0 0.0 0.0
H -0.2968 4.0777 1.5409 0.0 0.1 0.0
H -2.1920 4.8598 -0.6728 0.0 0.0 0.0
H -2.4874 3.7651 0.6801 0.0 0.0 0.0
H -3.1497 3.3951 -1.8184 0.0 0.0 0.0
H -4.2932 2.4362 -3.4152 0.0 0.0 0.0
H -4.5013 0.9625 -5.3862 0.0 0.0 0.0
H -2.5977 -0.5237 -5.9895 0.0 0.0 0.0
H -0.5610 -0.5672 -4.6009 0.0 0.0 0.0
H 3.2746 4.5062 0.4830 0.0 0.0 0.0
H 3.1512 2.7483 0.3925 0.0 0.0 0.0
H 1.5600 4.4411 2.3812 0.0 0.0 0.0
H 3.1372 3.7617 2.6644 0.0 0.0 0.0
H 1.6011 2.3005 3.7142 0.0 0.0 0.0
H 2.3092 1.4777 2.3204 0.0 0.0 0.0
H -0.5081 2.0732 3.9563 0.0 0.0 0.0
H -2.7440 2.5267 4.3021 0.0 0.0 0.0
H -5.1413 2.3282 3.7344 0.0 0.0 0.0
H -5.7852 1.2945 1.5654 0.0 0.0 0.0
H -4.0529 0.4364 0.0339 0.0 0.0 0.0
C 4.3204 -2.4928 4.8969 0.0 0.0 0.0
C 3.4966 -1.9214 3.7785 0.0 0.0 0.0
C 2.1586 -1.5920 3.9509 0.0 0.0 0.0
C 1.4368 -1.0937 2.8773 0.0 0.0 0.0
N 1.9640 -0.8881 1.6746 0.0 0.0 0.0
C 3.2472 -1.2002 1.5060 0.0 0.0 0.0
C 4.0431 -1.7178 2.5141 0.0 0.0 0.0
H 3.7625 -2.5073 5.8320 0.0 0.0 0.0
H 5.2304 -1.9105 5.0478 0.0 0.0 0.0
H 4.6228 -3.5158 4.6660 0.0 0.0 0.0
H 1.6709 -1.7418 4.9063 0.0 0.0 0.0
H 0.3810 -0.8607 2.9817 0.0 0.0 0.0
H 3.6505 -1.0383 0.5101 0.0 0.0 0.0
H 5.0797 -1.9613 2.3134 0.0 0.0 0.0
C -3.5187 -2.9022 -3.7337 0.0 0.0 0.0
C -2.2764 -3.4676 -3.9837 0.0 0.0 0.0
C -1.2042 -3.1901 -3.1451 0.0 0.0 0.0
C -1.3620 -2.3501 -2.0437 0.0 0.0 0.0
C -2.6127 -1.7802 -1.8098 0.0 0.0 0.0
C -3.6847 -2.0552 -2.6466 0.0 0.0 0.0
Ge 0.1510 -2.0213 -0.8449 0.0 0.0 0.0
C -0.0828 -3.1887 0.7091 0.0 0.0 0.0
C -1.3555 -3.3052 1.2708 0.0 0.0 0.0
C -1.5677 -4.0713 2.4087 0.0 0.0 0.0
C -0.5083 -4.7460 3.0008 0.0 0.0 0.0
C 0.7633 -4.6412 2.4533 0.0 0.0 0.0
C 0.9738 -3.8603 1.3258 0.0 0.0 0.0
C 1.8256 -2.4305 -1.7795 0.0 0.0 0.0
C 2.4852 -1.4277 -2.4923 0.0 0.0 0.0
C 3.6686 -1.6957 -3.1673 0.0 0.0 0.0
C 4.2113 -2.9734 -3.1444 0.0 0.0 0.0
C 3.5588 -3.9848 -2.4542 0.0 0.0 0.0
C 2.3751 -3.7141 -1.7787 0.0 0.0 0.0
H -4.3536 -3.1128 -4.3908 0.0 0.0 0.0
H -2.1398 -4.1241 -4.8347 0.0 0.0 0.0
H -0.2357 -3.6303 -3.3583 0.0 0.0 0.0
H -2.7338 -1.0963 -0.9782 0.0 0.0 0.0
H -4.6478 -1.5953 -2.4599 0.0 0.0 0.0
H -2.1945 -2.7890 0.8167 0.0 0.0 0.0
H -2.5626 -4.1447 2.8304 0.0 0.0 0.0
H -0.6728 -5.3497 3.8847 0.0 0.0 0.0
H 1.5972 -5.1593 2.9121 0.0 0.0 0.0
H 1.9811 -3.7591 0.9377 0.0 0.0 0.0
H 2.0544 -0.4332 -2.5363 0.0 0.0 0.0
H 4.1654 -0.9059 -3.7179 0.0 0.0 0.0
H 5.1344 -3.1822 -3.6705 0.0 0.0 0.0
H 3.9677 -4.9878 -2.4444 0.0 0.0 0.0
H 1.8731 -4.5191 -1.2542 0.0 0.0 0.0
```
Forces are in eV/Å.

Summary:
Highest occupied orbital energy (alpha / beta) in eV: -6.20 / -7.37
Spin multiplicity: 2
Kohn-Sham gap (alpha / beta) in eV: 6.685 / 6.913

Atomic partial charges in e from the Löwdin method, atoms 1 to 5:
1. Sn 1.277
2. C -0.119
3. N -0.296
4. C -0.190
5. C -0.168


Entry 2:
C45H48ClN4O3SV | ωB97M-V with the def2-TZVPD basis set

```
103
Properties=species:S:1:pos:R:3:forces:R:3
V -0.2849 -1.0784 0.5697 0.5 0.1 0.3
C 6.0280 2.2051 1.6951 -0.1 0.0 0.0
C 4.9210 1.1997 1.5151 0.1 0.1 0.0
C 5.0578 -0.1201 1.8382 0.0 -0.1 0.0
C 3.9952 -1.0607 1.7290 0.0 0.0 0.0
C 4.3746 -2.3879 2.0613 0.0 0.0 -0.1
N 3.6846 -3.3998 2.5120 -0.1 0.0 0.1
C 2.3863 -3.3528 3.1863 0.0 0.0 0.0
C 2.5501 -2.7765 4.5957 0.0 0.0 -0.1
C 1.2012 -2.5789 5.2655 0.0 0.0 0.0
N 0.4571 -1.5066 4.6059 0.2 -0.2 0.0
C -0.3707 -0.7004 5.1882 -0.1 0.0 0.2
C -1.2340 0.1899 4.5040 0.1 0.0 0.2
C -2.1961 0.8870 5.2681 0.0 0.0 0.1
C -3.2024 1.6144 4.6853 0.0 0.0 0.0
C -4.2244 2.3790 5.4830 0.0 0.0 -0.1
C -3.2562 1.5762 3.2854 -0.1 0.1 0.0
C -2.3350 0.9076 2.4964 -0.1 0.1 -0.2
C -2.5813 0.8557 1.0603 -0.1 0.1 0.1
N -1.9433 0.1557 0.2139 -0.2 0.0 -0.2
C -2.3327 0.3330 -1.1926 0.1 0.0 0.0
C -1.4505 1.4111 -1.8067 0.0 0.0 0.0
C 0.0045 0.9915 -1.9335 -0.1 0.0 0.1
N 0.6186 0.5156 -0.6863 -0.1 -0.1 0.1
C 1.6601 1.1295 -0.2864 0.2 0.0 0.0
C 2.6610 0.6816 0.6885 -0.1 0.1 -0.1
C 3.7126 1.5532 0.8960 0.0 0.1 0.0
C 2.7282 -0.6671 1.1773 -0.1 -0.1 -0.1
O 1.7733 -1.5041 1.0043 -0.3 0.1 0.1
C -1.2421 0.2480 3.0901 0.0 -0.1 -0.2
O -0.2915 -0.3171 2.3900 0.0 0.1 0.2
H 6.8606 1.7783 2.2508 0.0 0.0 0.0
H 5.6744 3.0814 2.2387 0.0 0.0 0.0
H 6.4071 2.5470 0.7311 0.0 0.0 0.0
H 6.0105 -0.4700 2.2240 0.0 0.0 0.0
H 5.4314 -2.6124 1.9387 0.0 0.0 0.0
H 4.2016 -4.2613 2.6275 0.0 0.0 0.0
H 2.0063 -4.3726 3.2295 0.0 0.0 0.0
H 1.7163 -2.7599 2.5695 0.0 0.0 0.0
H 3.0778 -1.8206 4.5474 0.0 0.0 0.0
H 3.1497 -3.4542 5.2046 0.0 0.0 0.0
H 1.3202 -2.3267 6.3178 0.0 0.0 0.0
H 0.6168 -3.5007 5.2085 -0.1 0.0 0.0
H 0.4917 -1.4065 3.5859 0.0 0.0 0.0
H -0.4442 -0.7732 6.2712 0.0 0.0 0.0
H -2.1375 0.8229 6.3502 0.0 0.0 0.0
H -4.0831 2.2299 6.5518 0.0 0.0 0.0
H -5.2358 2.0610 5.2277 0.0 0.0 0.0
H -4.1550 3.4483 5.2810 0.0 0.0 0.0
H -4.0772 2.0804 2.7831 0.0 0.0 0.0
H -3.4181 1.4636 0.7083 0.0 0.0 0.0
H -3.3836 0.6177 -1.2690 0.0 0.0 0.1
H -2.2054 -0.6208 -1.7065 0.0 0.0 0.0
H -1.5243 2.3214 -1.2052 0.0 0.0 0.0
H -1.8191 1.6532 -2.8046 0.0 0.0 0.0
H 0.5960 1.8089 -2.3542 0.0 0.0 0.0
H 0.0615 0.1568 -2.6378 0.0 0.0 0.0
H 1.9354 2.0547 -0.8011 0.1 0.0 0.0
H 3.6196 2.5596 0.4967 0.0 0.0 0.0
Cl -2.9641 -3.2297 -1.5675 0.0 0.0 0.0
C -3.7873 -2.6337 -0.1487 -0.1 0.0 0.0
C -5.1408 -2.3540 -0.2570 0.0 0.0 0.0
C -5.8440 -1.8899 0.8440 0.0 0.0 0.0
C -5.1798 -1.7341 2.0523 0.1 0.0 0.0
C -3.8267 -2.0231 2.1390 0.0 0.0 0.1
C -3.0790 -2.4617 1.0411 0.2 0.1 0.1
C -1.6083 -2.6568 1.1583 0.0 -0.2 -0.3
H -5.6386 -2.5125 -1.2044 0.0 0.0 0.0
H -6.9011 -1.6768 0.7620 0.0 0.0 0.0
H -5.7210 -1.4054 2.9310 0.0 0.0 0.0
H -3.3208 -1.9115 3.0939 0.0 0.0 0.0
H -1.2709 -3.5419 0.6114 -0.1 0.1 0.0
H -1.3691 -2.7846 2.2236 0.1 0.0 0.0
O 0.0684 -2.2095 -1.1149 -0.2 -0.1 -0.2
S 1.2772 -2.1331 -2.0427 0.2 -0.1 0.0
C 2.3811 -3.4868 -1.5421 0.0 0.0 0.1
C 1.6770 -4.7882 -1.3216 0.0 -0.1 0.0
C 1.7282 -5.8024 -2.2739 0.1 0.0 0.0
C 1.0398 -6.9904 -2.0705 0.0 0.0 0.0
C 0.2894 -7.1712 -0.9161 0.0 0.0 0.0
C 0.2369 -6.1646 0.0391 0.0 0.0 0.0
C 0.9313 -4.9824 -0.1633 0.0 0.0 0.0
C 0.6413 -2.7875 -3.5922 -0.1 0.0 0.0
C 1.7124 -2.8540 -4.6471 0.0 0.1 0.0
C 2.5255 -1.7535 -4.9194 0.0 0.0 0.0
C 3.5036 -1.8288 -5.8998 0.0 0.0 0.0
C 3.6723 -3.0014 -6.6243 0.0 0.0 0.0
C 2.8574 -4.0940 -6.3677 0.0 0.0 0.0
C 1.8850 -4.0219 -5.3802 0.0 0.0 0.0
H 2.8202 -3.0978 -0.6238 0.1 0.0 0.0
H 3.1472 -3.5334 -2.3183 0.0 0.0 0.0
H 2.3283 -5.6685 -3.1665 0.0 0.0 0.0
H 1.0915 -7.7764 -2.8122 0.0 0.0 0.0
H -0.2523 -8.0946 -0.7615 0.0 0.0 0.0
H -0.3569 -6.3005 0.9346 0.0 0.0 0.0
H 0.8730 -4.1812 0.5621 0.0 0.0 0.1
H -0.1683 -2.1004 -3.8515 0.0 0.0 0.0
H 0.2012 -3.7601 -3.3649 0.0 0.0 0.0
H 2.3860 -0.8268 -4.3733 0.0 0.0 0.0
H 4.1262 -0.9685 -6.1067 0.0 0.0 0.0
H 4.4300 -3.0593 -7.3941 0.0 0.0 0.0
H 2.9740 -5.0040 -6.9410 0.0 0.0 0.0
H 1.2419 -4.8740 -5.1932 0.0 0.0 0.0
```
Forces are in eV/Å.

Summary:
Net charge: +2
Highest occupied orbital energy (alpha / beta) in eV: -12.10 / -12.03
Spin multiplicity: 3
Kohn-Sham gap (alpha / beta) in eV: 6.331 / 6.256

Atomic partial charges in e from the Löwdin method, atoms 1 to 5:
1. V 0.930
2. C -0.029
3. C -0.247
4. C 0.025
5. C -0.104


Sequential relative energy (zero: lowest compared OMol25 entry of this formula, charge and spin) output: 0.0 0.0 kcal per mole